one:
Density functional theory data (ωB97M-V/def2-TZVPD) for a molecular structure, Ca2H8N3O13.

Last column: Löwdin charge in e.
Cartesian coordinates (Å):
1 Ca -3.050 -2.193 0.150  1.71
2 Ca -0.340 2.991 2.303  1.67
3 N -0.185 -0.215 0.811  -0.52
4 O -1.106 -1.065 0.627  -0.20
5 O 0.962 -0.538 0.748  0.11
6 O -0.470 1.002 0.973  -0.15
7 N -1.670 -4.181 -2.065  -0.56
8 O -1.789 -2.951 -1.575  -0.31
9 O -2.692 -4.847 -2.168  0.03
10 O -0.557 -4.561 -2.370  0.07
11 N -0.670 4.419 -0.631  -0.58
12 O -1.213 3.698 0.333  -0.31
13 O -1.333 5.253 -1.192  0.09
14 O 0.517 4.216 -0.846  0.01
15 O 1.885 2.322 2.109  -0.17
16 H 2.552 2.108 2.778  0.08
17 H 2.395 2.585 1.323  0.10
18 O 0.726 -3.859 0.297  -0.06
19 H 0.578 -3.932 -0.659  0.01
20 H 0.822 -2.915 0.458  -0.01
21 O 3.567 0.378 1.621  -0.06
22 H 4.082 0.235 0.819  0.06
23 H 2.659 0.149 1.385  -0.01
24 O -2.184 0.817 -1.923  -0.04
25 H -1.538 0.216 -2.317  0.05
26 H -1.949 0.868 -0.989  -0.01

As for the total charge: +1. The value obtained for the HOMO-LUMO gap is 0.2587 hartree.

=====

two:
Density functional theory data (ωB97M-V/def2-TZVPD) for a molecular structure, Ca2H8N3O13.

Last column: natural (NBO) charge in e.
Cartesian coordinates (Å):
1 Ca -9.734 -6.863 -13.447  1.91
2 Ca -12.804 -4.938 -9.478  1.92
3 N -12.200 -7.836 -11.101  0.76
4 O -11.413 -7.525 -11.982  -0.56
5 O -13.059 -6.943 -10.673  -0.79
6 O -12.235 -8.938 -10.614  -0.34
7 N -8.485 -9.806 -11.632  0.72
8 O -8.504 -9.804 -10.399  -0.46
9 O -7.774 -10.514 -12.304  -0.40
10 O -9.249 -8.911 -12.191  -0.81
11 N -12.642 -5.461 -14.872  0.71
12 O -13.653 -6.042 -14.473  -0.44
13 O -11.603 -5.434 -14.052  -0.84
14 O -12.549 -4.889 -15.947  -0.37
15 O -15.230 -9.020 -9.678  -0.93
16 H -14.544 -8.400 -9.950  0.46
17 H -15.342 -8.897 -8.730  0.46
18 O -12.701 -4.520 -11.832  -1.09
19 H -13.090 -5.370 -12.128  0.54
20 H -12.257 -4.187 -12.632  0.55
21 O -10.610 -9.863 -8.167  -0.93
22 H -11.476 -9.975 -7.762  0.46
23 H -10.777 -9.848 -9.116  0.48
24 O -12.915 -11.643 -11.413  -0.93
25 H -12.459 -10.874 -11.053  0.47
26 H -13.377 -11.320 -12.192  0.46

As for the total charge: +1. The value obtained for the HOMO-LUMO gap is 0.1682 hartree.

=====

Which one sits at the bottom of the stability order? two does.

=====

one:
Density functional theory data (ωB97M-V/def2-TZVPD) for a single C23H26N4O5S molecule.

Last column: natural (NBO) charge in e.
Cartesian coordinates (Å):
1 C -1.257 -0.641 -1.969  -0.62
2 C -2.646 -0.013 -2.037  -0.22
3 N -3.154 0.352 -0.736  -0.36
4 C -3.418 1.593 -0.225  0.31
5 C -3.009 2.888 -0.839  -0.27
6 N -1.600 3.084 -0.553  -0.60
7 C -0.640 2.705 -1.439  0.67
8 O -0.891 2.544 -2.621  -0.64
9 C 0.722 2.502 -0.881  -0.17
10 C 1.801 2.538 -1.757  -0.16
11 C 3.069 2.264 -1.295  -0.25
12 C 3.311 1.942 0.039  0.27
13 O 4.614 1.664 0.313  -0.50
14 C 5.079 1.518 1.638  -0.24
15 C 2.221 1.898 0.933  0.29
16 O 2.465 1.561 2.238  -0.53
17 C 1.407 1.626 3.172  -0.27
18 C 0.947 2.174 0.454  -0.28
19 N -3.909 1.488 0.982  -0.29
20 N -3.990 0.193 1.294  -0.28
21 C -3.532 -0.482 0.278  0.15
22 S -3.319 -2.215 0.265  0.26
23 C -2.357 -2.303 1.825  -0.61
24 C -1.053 -1.579 1.572  0.57
25 O -0.908 -0.438 1.970  -0.57
26 C -0.016 -2.259 0.780  -0.24
27 C 1.174 -1.566 0.546  -0.06
28 C 2.193 -2.104 -0.209  -0.33
29 C 2.043 -3.377 -0.757  0.35
30 O 2.966 -4.009 -1.513  -0.48
31 C 4.182 -3.353 -1.795  -0.25
32 C 0.855 -4.082 -0.527  -0.27
33 C -0.157 -3.536 0.227  -0.14
34 H -0.851 -0.705 -2.974  0.22
35 H -0.587 -0.028 -1.371  0.21
36 H -1.295 -1.639 -1.542  0.22
37 H -3.350 -0.714 -2.497  0.21
38 H -2.595 0.893 -2.643  0.24
39 H -3.594 3.693 -0.390  0.24
40 H -3.131 2.893 -1.924  0.24
41 H -1.367 3.159 0.425  0.40
42 H 1.624 2.777 -2.793  0.24
43 H 3.919 2.288 -1.958  0.23
44 H 4.852 2.397 2.244  0.18
45 H 6.160 1.411 1.546  0.19
46 H 4.664 0.631 2.119  0.19
47 H 0.612 0.912 2.944  0.21
48 H 1.858 1.369 4.129  0.20
49 H 0.990 2.637 3.229  0.17
50 H 0.116 2.067 1.134  0.23
51 H -2.938 -1.785 2.587  0.27
52 H -2.236 -3.356 2.065  0.24
53 H 1.285 -0.580 0.966  0.22
54 H 3.089 -1.526 -0.367  0.23
55 H 4.015 -2.422 -2.346  0.18
56 H 4.744 -3.141 -0.881  0.18
57 H 4.750 -4.044 -2.416  0.20
58 H 0.755 -5.063 -0.962  0.23
59 H -1.065 -4.103 0.364  0.21

As for the total charge: 0. The value obtained for the HOMO-LUMO gap is 0.3098 hartree.

=====

two:
Density functional theory data (ωB97M-V/def2-TZVPD) for a single C23H26N4O5S molecule.

Last column: natural (NBO) charge in e.
Cartesian coordinates (Å):
1 C 8.731 -0.250 -0.613  -0.63
2 C 8.038 0.661 0.391  -0.07
3 O 6.785 0.123 0.807  -0.51
4 C 5.738 0.336 -0.006  0.77
5 O 5.812 0.969 -1.030  -0.59
6 C 4.491 -0.284 0.510  -0.08
7 C 4.460 -0.940 1.737  -0.20
8 C 3.275 -1.503 2.177  -0.21
9 C 2.132 -1.419 1.405  -0.21
10 C 2.160 -0.765 0.172  0.15
11 N 0.966 -0.730 -0.552  -0.62
12 C 0.723 -0.179 -1.767  0.67
13 O 1.529 0.391 -2.465  -0.59
14 C -0.737 -0.356 -2.211  -0.31
15 N -1.682 -0.175 -1.136  -0.71
16 C -1.828 1.067 -0.501  0.21
17 C -1.945 2.238 -1.247  -0.24
18 C -2.160 3.446 -0.616  -0.20
19 C -2.274 3.529 0.768  -0.01
20 C -2.516 4.851 1.429  -0.63
21 C -2.144 2.361 1.504  -0.20
22 C -1.915 1.145 0.885  -0.27
23 S -2.246 -1.556 -0.379  2.35
24 O -2.354 -2.556 -1.397  -0.93
25 O -1.414 -1.892 0.756  -0.97
26 C -3.839 -1.063 0.161  -0.50
27 C -4.855 -0.560 -0.687  0.19
28 C -4.755 -0.341 -2.149  -0.65
29 N -5.934 -0.300 0.019  -0.26
30 N -5.643 -0.621 1.285  -0.32
31 C -4.388 -1.092 1.431  0.24
32 C -3.823 -1.523 2.730  -0.67
33 C 3.345 -0.193 -0.274  -0.23
34 H 8.853 -1.246 -0.196  0.21
35 H 8.136 -0.317 -1.521  0.23
36 H 9.708 0.156 -0.861  0.21
37 H 8.625 0.755 1.308  0.19
38 H 7.872 1.649 -0.050  0.20
39 H 5.355 -1.003 2.333  0.23
40 H 3.240 -2.012 3.129  0.22
41 H 1.205 -1.860 1.743  0.22
42 H 0.195 -1.198 -0.083  0.42
43 H -0.878 -1.377 -2.577  0.26
44 H -0.931 0.335 -3.035  0.23
45 H -1.865 2.206 -2.322  0.22
46 H -2.246 4.345 -1.210  0.21
47 H -3.424 5.310 1.041  0.22
48 H -2.616 4.736 2.506  0.21
49 H -1.688 5.530 1.229  0.22
50 H -2.208 2.398 2.582  0.21
51 H -1.783 0.255 1.477  0.23
52 H -5.750 -0.259 -2.576  0.24
53 H -4.215 -1.169 -2.604  0.24
54 H -4.209 0.580 -2.349  0.23
55 H -6.344 -0.506 2.000  0.41
56 H -3.761 -0.680 3.417  0.23
57 H -4.450 -2.289 3.185  0.23
58 H -2.827 -1.927 2.569  0.26
59 H 3.392 0.317 -1.223  0.28

As for the total charge: 0. The value obtained for the HOMO-LUMO gap is 0.3294 hartree.

=====

Which one sits at the bottom of the stability order? one does.

=====

one:
Density functional theory data (ωB97M-V/def2-TZVPD) for 6 unconnected molecules or ions with the total composition C21H59N7O6.

Last column: Löwdin charge in e.
Cartesian coordinates (Å):
1 C 1.932 -18.593 -8.338  -0.15
2 O 1.507 -19.184 -7.146  -0.16
3 C 0.872 -20.447 -7.409  -0.19
4 C -0.652 -20.494 -7.584  -0.43
5 C -1.220 -19.848 -8.838  -0.07
6 N -1.291 -19.793 -6.491  0.03
7 H 1.810 -19.111 -9.289  0.09
8 H 2.985 -18.344 -8.468  0.07
9 H 1.595 -17.557 -8.363  0.09
10 H 1.457 -20.945 -8.182  0.12
11 H 1.155 -21.059 -6.552  0.12
12 H -0.842 -21.562 -7.486  0.13
13 H -2.268 -20.145 -8.832  0.08
14 H -0.753 -20.373 -9.671  0.07
15 H -1.144 -18.778 -9.031  0.08
16 H -0.616 -19.212 -6.014  0.07
17 H -1.795 -18.994 -6.847  0.06
18 C -11.103 -17.706 -8.811  -0.12
19 O -12.078 -18.577 -8.283  -0.18
20 C -13.109 -18.896 -9.214  -0.23
21 C -14.188 -19.543 -8.362  -0.36
22 C -13.819 -21.026 -7.862  -0.06
23 N -15.444 -19.747 -9.201  0.02
24 H -10.746 -17.072 -8.000  0.09
25 H -11.459 -16.901 -9.455  0.08
26 H -10.313 -18.219 -9.360  0.09
27 H -13.377 -17.944 -9.673  0.11
28 H -12.860 -19.455 -10.116  0.13
29 H -14.390 -18.941 -7.476  0.14
30 H -13.027 -20.913 -7.121  0.06
31 H -13.506 -21.797 -8.566  0.07
32 H -14.704 -21.384 -7.335  0.06
33 H -15.732 -18.797 -9.391  0.05
34 H -15.181 -20.082 -10.117  0.06
35 C 5.576 -10.528 -10.724  -0.14
36 O 4.238 -10.779 -10.508  -0.19
37 C 3.420 -9.690 -10.141  -0.22
38 C 2.488 -9.149 -11.178  -0.47
39 C 1.681 -7.950 -10.777  -0.07
40 N 1.639 -10.302 -11.537  0.05
41 H 6.197 -10.336 -9.849  0.09
42 H 5.740 -9.891 -11.593  0.09
43 H 6.054 -11.480 -10.956  0.08
44 H 2.832 -10.213 -9.386  0.13
45 H 4.020 -9.011 -9.535  0.13
46 H 3.055 -8.753 -12.020  0.13
47 H 2.361 -7.123 -10.573  0.08
48 H 1.285 -8.218 -9.797  0.08
49 H 0.992 -7.670 -11.574  0.08
50 H 2.249 -11.101 -11.639  0.06
51 H 1.251 -10.073 -12.441  0.07
52 C -1.363 -14.924 3.805  -0.16
53 O -1.709 -14.303 2.668  -0.17
54 C -2.999 -14.457 2.202  -0.20
55 C -3.205 -14.194 0.678  -0.36
56 C -4.642 -13.651 0.281  -0.07
57 N -2.898 -15.334 -0.261  0.03
58 H -0.289 -14.815 3.953  0.10
59 H -1.602 -15.987 3.782  0.09
60 H -1.889 -14.542 4.680  0.09
61 H -3.315 -15.491 2.337  0.12
62 H -3.651 -13.817 2.796  0.12
63 H -2.505 -13.420 0.363  0.13
64 H -4.722 -13.408 -0.779  0.07
65 H -4.862 -12.800 0.926  0.06
66 H -5.526 -14.268 0.437  0.07
67 H -3.511 -16.064 0.073  0.06
68 H -3.318 -14.953 -1.097  0.05
69 C 1.644 -16.092 -16.299  -0.07
70 O 0.565 -15.138 -16.160  -0.16
71 C -0.200 -15.053 -17.308  -0.26
72 C -1.415 -14.124 -17.123  -0.45
73 C -2.234 -14.615 -15.939  -0.09
74 N -2.458 -13.916 -18.091  0.04
75 H 1.276 -17.040 -15.907  0.09
76 H 2.452 -15.779 -15.638  0.08
77 H 2.139 -16.109 -17.270  0.09
78 H 0.320 -14.608 -18.157  0.12
79 H -0.558 -15.960 -17.795  0.12
80 H -1.005 -13.178 -16.769  0.14
81 H -2.886 -15.406 -16.309  0.07
82 H -3.041 -13.968 -15.594  0.07
83 H -1.756 -15.031 -15.052  0.07
84 H -2.480 -14.829 -18.522  0.07
85 H -2.220 -13.325 -18.875  0.07
86 N -3.653 -13.107 -9.050  0.16
87 C -3.148 -13.368 -7.878  -0.86
88 N -2.094 -12.692 -7.542  0.17
89 O -3.663 -14.112 -7.133  0.07
90 H -3.180 -12.516 -9.719  0.11
91 H -4.472 -13.632 -9.321  0.12
92 H -1.885 -12.555 -6.564  0.13
93 H -1.655 -12.218 -8.319  0.11

As for the total charge: 0. The value obtained for the HOMO-LUMO gap is 0.3504 hartree.

=====

two:
Density functional theory data (ωB97M-V/def2-TZVPD) for 6 unconnected molecules or ions with the total composition C21H59N7O6.

Last column: Löwdin charge in e.
Cartesian coordinates (Å):
1 C -3.084 1.491 2.382  -0.12
2 O -4.096 2.358 2.867  -0.17
3 C -5.466 1.948 2.530  -0.16
4 C -6.609 3.001 2.758  -0.43
5 C -6.969 3.241 4.230  -0.07
6 N -7.804 2.574 2.025  0.02
7 H -2.056 1.855 2.407  0.06
8 H -3.377 1.186 1.378  0.08
9 H -3.064 0.525 2.887  0.07
10 H -5.638 1.766 1.469  0.10
11 H -5.743 0.962 2.903  0.12
12 H -6.285 3.978 2.402  0.13
13 H -7.608 4.112 4.370  0.07
14 H -6.061 3.578 4.731  0.07
15 H -7.364 2.324 4.667  0.08
16 H -8.657 3.114 1.997  0.07
17 H -7.528 2.407 1.068  0.06
18 C 6.863 -1.400 -0.715  -0.10
19 O 7.187 -1.478 0.665  -0.18
20 C 6.185 -1.074 1.544  -0.20
21 C 4.794 -1.690 1.170  -0.47
22 C 3.559 -1.337 2.008  -0.06
23 N 5.001 -3.069 1.351  0.03
24 H 6.494 -0.379 -0.812  0.09
25 H 6.054 -2.008 -1.122  0.08
26 H 7.683 -1.599 -1.405  0.09
27 H 6.519 -1.260 2.565  0.14
28 H 6.034 0.006 1.527  0.12
29 H 4.471 -1.514 0.144  0.12
30 H 3.359 -0.289 1.784  0.07
31 H 3.824 -1.545 3.045  0.08
32 H 2.653 -1.883 1.747  0.06
33 H 6.007 -3.126 1.421  0.07
34 H 4.792 -3.512 0.468  0.08
35 C 1.343 0.161 -2.615  -0.10
36 O 1.723 -0.404 -3.886  -0.20
37 C 0.760 -1.471 -4.226  -0.16
38 C 1.185 -2.182 -5.598  -0.39
39 C 0.213 -3.241 -5.977  -0.11
40 N 2.410 -3.036 -5.526  0.02
41 H 1.146 -0.585 -1.845  0.08
42 H 0.450 0.720 -2.894  0.09
43 H 2.174 0.816 -2.355  0.07
44 H 0.714 -2.201 -3.417  0.11
45 H -0.268 -1.117 -4.296  0.10
46 H 1.439 -1.403 -6.317  0.14
47 H 0.118 -4.062 -5.266  0.09
48 H 0.415 -3.728 -6.931  0.08
49 H -0.789 -2.814 -5.934  0.07
50 H 3.157 -2.383 -5.711  0.06
51 H 2.403 -3.563 -6.388  0.05
52 C -2.035 -2.361 -2.358  -0.08
53 O -2.204 -3.263 -1.245  -0.19
54 C -2.791 -2.661 -0.161  -0.22
55 C -2.684 -3.591 1.117  -0.38
56 C -3.581 -3.040 2.178  -0.10
57 N -1.314 -3.541 1.682  0.04
58 H -1.385 -1.502 -2.193  0.07
59 H -3.003 -1.862 -2.410  0.08
60 H -1.851 -2.896 -3.290  0.09
61 H -2.331 -1.684 -0.017  0.11
62 H -3.845 -2.560 -0.419  0.13
63 H -3.005 -4.610 0.901  0.14
64 H -3.622 -3.683 3.057  0.08
65 H -4.639 -2.907 1.948  0.08
66 H -3.400 -2.042 2.576  0.07
67 H -0.676 -3.716 0.919  0.07
68 H -1.185 -4.191 2.444  0.08
69 C 4.193 3.657 -1.391  -0.08
70 O 2.830 4.147 -1.181  -0.21
71 C 2.026 3.280 -0.301  -0.14
72 C 0.619 3.978 -0.216  -0.42
73 C 0.700 5.463 0.241  -0.07
74 N -0.259 3.330 0.721  0.03
75 H 4.723 4.411 -1.974  0.08
76 H 4.060 2.709 -1.911  0.07
77 H 4.775 3.516 -0.480  0.08
78 H 1.754 2.343 -0.788  0.09
79 H 2.373 3.210 0.730  0.13
80 H 0.246 3.988 -1.241  0.13
81 H 1.206 6.007 -0.557  0.06
82 H 1.280 5.639 1.146  0.08
83 H -0.256 5.986 0.253  0.07
84 H -1.136 3.831 0.709  0.08
85 H 0.108 3.447 1.655  0.08
86 N 0.404 -1.016 2.850  0.16
87 C 0.371 0.212 2.323  -0.75
88 N -0.235 0.288 1.098  0.16
89 O 0.794 1.186 2.892  0.02
90 H 0.699 -1.191 3.800  0.12
91 H 0.340 -1.780 2.192  0.06
92 H -0.486 -0.559 0.608  0.08
93 H -0.243 1.259 0.821  0.05

As for the total charge: 0. The value obtained for the HOMO-LUMO gap is 0.3547 hartree.

=====

Which one sits at the bottom of the stability order? one does.